Computed, not measured: 6 unconnected molecules or ions with the total composition C37H82BrClN7O12P in a non-equilibrium geometry, with ωB97M-V/def2-TZVPD.

Geometry as XYZ:
```
141
C37H82BrClN7O12P | the Open Molecules 2025 dataset | ωB97M-V/def2-TZVPD
C 0.9227 -2.9937 0.5704
C -0.1231 -1.9055 -0.1504
C 0.6629 -0.4552 -0.1081
Br 1.3004 -0.1037 -1.9796
C -0.1953 0.7670 0.5681
C 0.4485 2.2497 0.1376
C 2.0571 2.3713 0.4487
C 2.3702 3.8728 1.0338
C 3.3965 3.8718 2.3210
O 4.6478 3.1964 1.9324
C 4.7253 2.0020 2.8314
O 5.7212 1.9974 3.7437
C -1.7615 0.9769 0.0193
C -2.1878 1.2594 -1.5715
C -3.0201 -0.0043 -2.2422
N -2.8685 -1.2948 -1.7788
N -2.8006 0.9592 0.9408
C -4.2958 1.1172 0.7587
C -4.7798 2.5960 0.2413
O -5.6773 3.3088 1.1953
C -2.2201 0.6811 2.3413
P -2.9107 1.7615 3.8072
O -4.4913 1.1390 4.3132
Cl -3.1071 3.8168 3.1507
C -0.5550 0.6208 2.1953
O -0.2491 -0.7034 2.8327
C 0.2683 1.6280 3.2411
O 0.1387 2.9557 3.2762
O 1.1838 1.0169 4.2544
H 0.4162 -4.0306 0.7646
H 1.8677 -3.0569 -0.1555
H 1.3412 -2.4841 1.5650
H -1.1830 -1.8968 0.3506
H -0.2509 -2.2728 -1.2695
H 1.6493 -0.5748 0.5538
H 0.2852 2.4811 -1.0222
H -0.2089 3.0761 0.6946
H 2.6512 2.1108 -0.5420
H 2.3657 1.5435 1.2517
H 1.3759 4.3969 1.4056
H 2.7550 4.5242 0.1204
H 3.6237 4.9980 2.6404
H 2.8450 3.2946 3.2022
H 3.9263 1.1391 2.7456
H -2.7924 2.2806 -1.6905
H -1.2262 1.4027 -2.2643
H -3.8129 0.1347 -3.1235
H -3.4648 -1.9720 -2.3037
H -4.9175 0.8934 1.7507
H -4.6841 0.3055 -0.0248
H -5.4517 2.4116 -0.7280
H -3.9105 3.3053 -0.1098
H -5.4512 4.3001 1.1577
H -2.7734 -0.3485 2.5841
H -4.4583 0.1553 4.1126
H -0.8723 -1.4083 2.4894
C -6.8511 -2.3430 5.8779
C -6.6279 -1.8238 4.4603
C -7.8786 -1.9335 3.5571
O -8.1475 -3.2556 3.0796
C -8.8248 -4.0870 4.0087
N -5.4751 -2.5220 3.8717
H -6.8544 -3.4348 5.9327
H -6.0491 -1.9958 6.5399
H -7.7987 -1.9766 6.2858
H -6.3773 -0.7591 4.5432
H -7.6992 -1.3287 2.6600
H -8.7653 -1.5092 4.0431
H -9.5343 -3.5277 4.6254
H -8.1013 -4.6110 4.6356
H -9.3784 -4.8438 3.4455
H -5.2672 -2.1020 2.9645
H -5.7831 -3.4690 3.6338
C 4.8919 -3.4014 5.5963
C 5.1150 -2.8822 4.1786
C 3.8644 -2.9919 3.2754
O 3.5955 -4.3140 2.7980
C 2.9182 -5.1454 3.7270
N 6.2679 -3.5804 3.5901
H 4.8885 -4.4931 5.6510
H 5.6939 -3.0542 6.2583
H 3.9443 -3.0350 6.0041
H 5.3656 -1.8175 4.2615
H 4.0437 -2.3871 2.3784
H 2.9777 -2.5676 3.7614
H 2.2087 -4.5861 4.3438
H 3.6417 -5.6694 4.3539
H 2.3646 -5.9022 3.1638
H 6.4758 -3.1604 2.6828
H 5.9599 -4.5274 3.3522
C 7.9888 -1.2938 -0.6957
C 7.7392 -0.3340 0.4643
C 8.7235 0.8584 0.5038
O 10.0274 0.5312 0.9948
C 10.8842 -0.0611 0.0314
N 7.7602 -1.0921 1.7245
H 8.8489 -1.9468 -0.5266
H 7.1202 -1.9466 -0.8418
H 8.1524 -0.7467 -1.6298
H 6.7318 0.0784 0.3298
H 8.3239 1.6007 1.2050
H 8.7903 1.3582 -0.4700
H 10.7158 0.3366 -0.9736
H 10.7612 -1.1454 0.0406
H 11.9174 0.1535 0.3192
H 7.4936 -0.4666 2.4864
H 8.7384 -1.3159 1.9276
C -2.8807 5.0666 -6.9515
C -3.5364 4.9893 -5.5756
C -2.5253 5.0198 -4.4056
O -1.8301 3.7868 -4.1943
C -0.7245 3.5824 -5.0598
N -4.3896 3.7927 -5.5195
H -2.4254 4.1209 -7.2566
H -3.6271 5.3186 -7.7140
H -2.1084 5.8422 -6.9755
H -4.1789 5.8726 -5.4751
H -3.0865 5.2021 -3.4813
H -1.8176 5.8514 -4.5061
H -0.2081 4.5161 -5.3006
H -1.0531 3.0795 -5.9709
H -0.0179 2.9169 -4.5555
H -4.9032 3.7988 -4.6370
H -3.7701 2.9822 -5.4321
C -2.5639 -0.2986 -6.6637
C -1.4063 -0.4150 -5.6761
C -0.1536 -1.1014 -6.2691
O -0.2590 -2.5241 -6.3840
C -0.9662 -2.9680 -7.5312
N -1.8779 -1.1063 -4.4666
H -3.0919 -1.2445 -6.8097
H -3.3038 0.4231 -6.2979
H -2.2137 0.0526 -7.6397
H -1.1179 0.6056 -5.3964
H 0.6832 -0.9238 -5.5830
H 0.1341 -0.6554 -7.2287
H -0.8044 -2.3175 -8.3956
H -2.0307 -3.0473 -7.3045
H -0.6095 -3.9711 -7.7821
H -1.1309 -1.0926 -3.7704
H -1.9706 -2.0986 -4.7010
```

As for the maximum force: 9.14 eV/A. The frontier orbital gap comes out at 6.1 eV. The HOMO energy comes out at -7.657 eV.

Computed, not measured: 3 unconnected molecules or ions with the total composition C37H84N11O9P2 in a non-equilibrium geometry, with ωB97M-V/def2-TZVPD.

Geometry as XYZ:
```
143
C37H84N11O9P2 | the Open Molecules 2025 dataset | ωB97M-V/def2-TZVPD
C -1.6962 -1.3894 -6.7403
C -1.4819 0.1326 -6.7156
N -0.1373 0.4528 -6.1305
C -0.2106 1.3080 -4.9502
C -0.0123 0.4874 -3.6521
C -0.9960 0.8792 -2.5533
O -2.3389 0.8702 -2.9376
C -2.8566 -0.4078 -3.3368
C -4.0604 -0.8245 -2.5006
C -5.1050 0.2766 -2.3707
C -4.6269 -2.1712 -2.9793
C -3.6475 -3.3323 -2.8630
C -5.2438 -2.1068 -4.3996
C -0.6639 0.3131 -1.1341
C -0.1499 -1.0914 -1.0646
C -0.9385 -2.0851 -0.1676
O -2.1453 -1.5257 0.3145
C -0.0423 -2.7016 0.9326
N 0.7808 -3.7680 0.3430
N -0.8392 1.1524 -0.1809
C -0.5531 0.8791 1.2227
C -1.7844 0.8090 2.1789
C -3.1591 1.0168 1.5558
O -3.4480 2.4036 1.6715
C -1.3167 2.4347 -0.7872
N -1.3303 3.6258 0.0037
C -0.0010 4.1490 0.3756
C -2.1883 4.6265 -0.5893
C -1.6245 5.7464 -1.4443
O -3.3895 4.5458 -0.4089
C -0.7975 2.4082 -2.2126
O 0.4692 2.9709 -2.5159
N 1.4846 2.4016 -1.7409
O 2.5331 2.7071 -2.1333
C 0.6382 1.0662 -7.1779
C 1.5516 0.1912 -7.9990
O 0.5543 2.2550 -7.4455
H -1.2419 -1.8525 -5.8672
H -2.7698 -1.5815 -6.7504
H -1.2359 -1.8016 -7.6356
H -1.5219 0.5457 -7.7231
H -2.2576 0.6095 -6.1190
H -1.1052 1.9309 -4.8975
H 0.6283 2.0025 -4.9945
H -0.1595 -0.5573 -3.9350
H 1.0170 0.5381 -3.2998
H -2.1256 -1.2132 -3.3113
H -3.2020 -0.2985 -4.3688
H -3.6744 -1.0051 -1.4881
H -6.0014 -0.0714 -1.8589
H -4.7092 1.0800 -1.7440
H -5.3657 0.7473 -3.3196
H -5.4653 -2.3900 -2.3131
H -3.3502 -3.5326 -1.8311
H -4.1079 -4.2488 -3.2356
H -2.7435 -3.1975 -3.4622
H -5.5853 -1.0958 -4.6105
H -6.1118 -2.7649 -4.3928
H -4.5657 -2.4860 -5.1632
H 0.8716 -1.0204 -0.6711
H -0.0585 -1.5302 -2.0511
H -1.2079 -2.9332 -0.8058
H -2.5127 -2.1340 0.9634
H 0.6722 -1.9859 1.3464
H -0.6226 -3.1204 1.7575
H 0.1623 -4.5076 0.0370
H 1.3280 -3.4134 -0.4298
H -0.0127 -0.0559 1.3000
H 0.1213 1.6374 1.6149
H -1.6459 1.4926 3.0115
H -1.7829 -0.1923 2.6076
H -3.2457 0.6451 0.5335
H -3.8787 0.4963 2.1971
H -4.3463 2.5796 1.3786
H -2.3877 2.2293 -0.9078
H 0.6753 3.3163 0.5566
H 0.4757 4.7546 -0.3988
H -0.0718 4.7178 1.2993
H -0.7861 5.4467 -2.0697
H -1.3580 6.5675 -0.7765
H -2.4453 6.1048 -2.0572
H -1.4809 2.9958 -2.8211
H 0.9391 -0.4830 -8.6051
H 2.1631 0.7913 -8.6627
H 2.1964 -0.4319 -7.3795
O -0.4843 -4.6902 3.6583
P -1.0468 -5.8595 4.4423
N -0.9980 -5.1583 6.0187
C -0.6927 -5.8238 7.2669
C -1.8506 -3.9883 6.2129
N 0.2710 -6.9619 4.1377
C 1.2548 -7.2933 5.1555
C 0.9970 -6.6987 2.8953
N -2.0879 -7.1482 4.8312
C -3.4680 -6.7971 5.1673
C -1.7642 -8.5388 5.0839
H -1.4948 -6.4865 7.6265
H -0.5211 -5.0804 8.0462
H 0.2301 -6.3923 7.2219
H -2.9169 -4.2472 6.2550
H -1.7147 -3.2751 5.3971
H -1.5996 -3.4653 7.1357
H 1.7979 -6.4086 5.5142
H 1.9838 -7.9989 4.7521
H 0.8141 -7.8139 6.0051
H 1.7118 -5.8734 2.9856
H 0.3128 -6.4582 2.0836
H 1.5503 -7.5918 2.5944
H -3.5892 -6.6172 6.2414
H -4.1608 -7.5889 4.8815
H -3.7833 -5.9003 4.6321
H -1.3921 -8.6802 6.1024
H -1.0442 -8.9322 4.3729
H -2.6539 -9.1637 4.9729
O 4.1674 6.4541 3.0811
P 5.2078 5.7010 2.2923
N 5.5560 6.8983 1.1001
C 5.8584 6.6834 -0.2972
C 6.1412 8.1381 1.6101
N 4.1393 4.4312 1.7209
C 3.6657 4.3802 0.3526
C 2.9962 4.1815 2.5920
N 6.5746 4.7282 2.0004
C 7.8714 5.3029 2.3593
C 6.6738 3.4904 1.2553
H 6.8612 6.2651 -0.4781
H 5.8086 7.6318 -0.8334
H 5.1272 6.0504 -0.7914
H 7.1838 8.0095 1.9280
H 5.5756 8.5044 2.4681
H 6.1180 8.9246 0.8560
H 3.0980 5.2818 0.0744
H 3.0173 3.5134 0.2121
H 4.4734 4.2291 -0.3632
H 2.1924 4.9175 2.4604
H 3.2874 4.1934 3.6394
H 2.5824 3.1874 2.3844
H 8.3138 5.8567 1.5235
H 8.5792 4.5299 2.6596
H 7.7749 5.9821 3.2070
H 6.7188 3.6761 0.1776
H 5.8580 2.8080 1.4755
H 7.5846 2.9521 1.5295
```

As for the maximum force: 6.56 eV/A. For the energy relative to the best compared isomer or geometry (same formula, charge and spin), the calculation gives 0.0 kJ/mol. The frontier orbital gap comes out at 6.2 eV. The HOMO energy comes out at -9.724 eV. The net charge is +1.

Computed, not measured: 7 unconnected molecules or ions with the total composition C37H91N5O11 in a non-equilibrium geometry, with ωB97M-V/def2-TZVPD.

Geometry as XYZ:
```
144
C37H91N5O11 | the Open Molecules 2025 dataset | ωB97M-V/def2-TZVPD
C 6.7105 -0.1053 -4.6012
C 5.2801 0.3973 -4.5043
C 5.2778 1.9137 -4.6380
C 4.5828 -0.1624 -5.7484
C 3.0632 -0.2425 -5.5396
C 2.6661 -0.9540 -4.2954
C 3.2608 -0.3493 -2.9855
C 2.4186 0.9338 -2.6689
C 3.0019 -1.3100 -1.8638
N 4.7066 -0.0943 -3.2037
O 5.3150 0.5354 -2.0584
H 6.8119 -1.1906 -4.6005
H 7.0914 0.1483 -5.5905
H 7.2722 0.3703 -3.7972
H 5.6719 2.3305 -3.7112
H 5.8009 2.2977 -5.5138
H 4.2650 2.3066 -4.7277
H 4.6311 0.5460 -6.5754
H 4.8651 -1.1402 -6.1386
H 2.6167 0.7518 -5.5377
H 2.4942 -0.6606 -6.3700
H 2.9026 -2.0137 -4.3915
H 1.5775 -0.9253 -4.2503
H 2.8921 1.3280 -1.7698
H 1.4084 0.6972 -2.3347
H 2.5645 1.6916 -3.4387
H 1.9908 -1.7076 -1.7754
H 3.2041 -0.8713 -0.8867
H 3.6136 -2.2119 -1.8831
H 5.8901 -0.1745 -1.7636
C -1.5778 1.0934 5.5613
O -1.0492 -0.1395 5.0276
C 0.3844 -0.1703 5.0966
C 0.9753 -1.3788 4.4469
N 1.2314 -1.0306 3.0369
C 1.8998 -2.0816 2.3188
C 3.4521 -2.2147 2.6313
O 3.6914 -2.5239 4.0278
C 5.0490 -2.7496 4.3991
H -1.2496 1.2546 6.5881
H -2.6663 1.1346 5.6001
H -1.2631 1.9348 4.9440
H 0.6130 -0.0948 6.1596
H 0.7866 0.7621 4.7005
H 0.4149 -2.2936 4.6401
H 1.9475 -1.4905 4.9269
H 0.4312 -0.6085 2.5879
H 1.8130 -1.7684 1.2783
H 1.4193 -3.0581 2.3791
H 4.0006 -1.3000 2.4062
H 3.7879 -3.0477 2.0137
H 5.0987 -2.9376 5.4716
H 5.6549 -1.8889 4.1160
H 5.4646 -3.6021 3.8619
C 3.7037 3.5076 1.1005
O 4.1606 3.1054 2.3765
C 3.3358 2.0818 2.9653
C 4.0501 1.6041 4.2651
N 4.2331 2.7313 5.1552
C 5.1131 2.4932 6.2693
C 4.5761 1.4510 7.2280
O 5.1853 1.5973 8.5226
C 4.4204 1.0964 9.5924
H 4.4904 4.1469 0.6997
H 2.8266 4.1536 1.0616
H 3.6225 2.6498 0.4330
H 3.2270 1.2471 2.2728
H 2.3081 2.4069 3.1276
H 4.9492 1.0386 4.0207
H 3.3666 0.8779 4.7050
H 4.6378 3.5023 4.6434
H 5.2375 3.4771 6.7216
H 6.1304 2.1994 6.0110
H 4.6799 0.4328 6.8529
H 3.5092 1.6645 7.2927
H 3.9514 0.1543 9.3084
H 3.6521 1.8455 9.7841
H 5.0530 0.9524 10.4683
C -8.1259 0.9515 -8.1825
O -8.0353 0.8204 -6.8036
C -6.7821 1.3667 -6.2599
C -6.6926 0.8152 -4.8366
N -5.6842 1.4731 -4.0562
C -4.3777 0.8969 -4.4145
C -3.2870 1.5759 -3.5208
O -2.0557 1.2617 -4.0314
C -1.0094 2.0896 -3.6687
H -7.2448 0.6034 -8.7215
H -8.2876 2.0153 -8.3566
H -8.9659 0.3199 -8.4717
H -6.8857 2.4514 -6.2872
H -5.8859 1.0964 -6.8184
H -6.6039 -0.2684 -4.7588
H -7.6649 1.0262 -4.3914
H -5.6089 2.4674 -4.2168
H -4.1563 1.0597 -5.4693
H -4.3576 -0.1646 -4.1679
H -3.3038 1.3637 -2.4518
H -3.5281 2.6346 -3.6165
H -1.2588 3.1460 -3.7693
H -0.0903 1.9235 -4.2306
H -0.7732 2.0562 -2.6051
C -7.1500 -5.6957 -1.4238
O -6.3519 -5.1900 -2.5275
C -5.0103 -4.7768 -2.1928
C -5.0504 -3.5274 -1.2641
N -3.6734 -3.0897 -0.9755
C -3.5712 -1.9558 -0.0818
C -4.2095 -2.2451 1.3078
O -3.7624 -3.3470 2.0974
C -2.3396 -3.3648 2.4733
H -6.5260 -6.2534 -0.7255
H -7.9007 -6.4342 -1.7052
H -7.6746 -4.8737 -0.9366
H -4.5937 -4.4642 -3.1503
H -4.4152 -5.5686 -1.7378
H -5.5731 -3.7755 -0.3404
H -5.5247 -2.7460 -1.8580
H -3.0084 -3.8436 -0.8774
H -4.0619 -1.0526 -0.4444
H -2.5153 -1.7098 0.0308
H -5.2967 -2.2452 1.2296
H -4.0672 -1.3414 1.9004
H -1.6613 -3.0915 1.6651
H -2.0999 -4.3784 2.7946
H -2.2356 -2.6921 3.3246
C -3.4815 2.8974 2.4980
C -3.9199 1.5582 1.9311
O -3.3123 1.2979 0.6843
H -3.8843 3.7968 2.0323
H -2.3988 3.0202 2.4675
H -3.7074 2.9431 3.5634
H -5.0087 1.5796 1.8846
H -3.6563 0.7495 2.6126
H -3.8577 1.6068 -0.0428
C 0.2282 2.0218 0.3893
C -0.3035 0.6063 0.1987
O -0.8684 0.1499 1.3974
H 0.9578 2.1883 1.1818
H -0.5728 2.6903 0.7050
H 0.5531 2.4190 -0.5723
H 0.4432 -0.1414 -0.0688
H -1.0516 0.5628 -0.5929
H -1.7968 0.3821 1.3216
```

As for the SMILES: CC1(C)CCCC(C)(C)N1O.COCCNCCOC.COCCNCCOC.COCCNCCOC.COCCNCCOC.CCO.CCO. As for the maximum force: 2.65 eV/A. The frontier orbital gap comes out at 8.8 eV. The HOMO energy comes out at -8.283 eV.

| no. | E (Eh) |
| --- | --- |
| 1 | -6120.12382 |
| 2 | -3421.91057 |
| 3 | -2565.42252 |